1.
116
Properties=species:S:1:pos:R:3:forces:R:3:mulliken_charge:R:1 method="wB97M-V/def2-TZVPD" homo_ev=-4.47 gap_ev=6.1 multiplicity=1 total_charge=-1
C 1.912 2.411 0.114 0.030 -0.045 0.003 -0.88
C 1.916 1.596 1.402 -1.058 0.209 0.106 -0.27
N 1.287 0.271 1.236 1.928 -0.346 -1.187 -0.06
Nb 2.378 -1.393 0.582 -2.212 0.902 2.046 -0.82
C 0.853 -2.093 -1.020 1.083 0.105 -0.228 -0.04
C 1.371 -2.287 -2.401 -0.396 -0.098 -0.191 -0.39
N 0.588 -2.302 -3.412 -0.021 0.112 -0.167 -0.35
C 1.546 -3.016 1.936 -0.255 0.075 -0.543 -1.23
C 0.507 -2.607 3.001 0.130 -0.581 -0.108 0.24
C -0.922 -2.919 2.580 0.118 0.227 0.449 -1.16
S -1.519 -1.640 1.464 -0.326 0.295 0.024 0.12
C -2.660 -2.398 0.400 0.028 -0.729 -0.063 0.10
S -2.741 -4.015 0.173 -0.098 -0.142 -0.115 -0.31
N -3.474 -1.551 -0.387 0.407 0.827 0.206 0.10
C -2.804 -1.130 -1.629 0.311 -0.386 -0.121 -0.69
C -1.867 0.032 -1.413 -0.157 0.354 -0.279 1.12
O -2.498 1.159 -0.805 0.031 0.031 0.218 -0.50
C -3.826 0.942 -0.390 0.022 0.186 0.056 -0.38
C -4.082 -0.393 0.295 -0.376 -0.062 -0.182 -0.67
H 2.729 2.136 -0.545 0.079 -0.065 -0.118 0.25
H 0.978 2.236 -0.420 -0.100 -0.009 -0.100 0.19
H 1.950 3.478 0.332 0.179 0.126 0.024 0.24
H 1.320 2.167 2.115 0.052 -0.003 0.311 0.12
H 2.912 1.512 1.821 0.127 -0.136 0.059 0.37
H 0.501 0.406 0.605 -0.345 -0.099 0.231 -0.11
H 3.018 -0.399 -0.838 -0.034 -0.504 -0.294 -0.04
H 3.862 -0.994 1.616 0.431 -0.106 -0.307 -0.02
H 3.468 -2.687 -0.153 0.209 0.270 -0.098 -0.01
H 0.405 -3.020 -0.662 -0.035 -0.160 0.022 0.26
H 0.053 -1.361 -1.119 0.176 -0.295 0.133 -0.05
H 2.446 -2.385 -2.544 0.143 -0.148 0.114 0.42
H 1.139 -2.422 -4.262 0.034 0.037 -0.024 0.14
H 2.413 -3.422 2.464 0.262 0.060 -0.071 0.47
H 1.122 -3.844 1.366 0.114 -0.235 -0.009 0.31
H 0.684 -3.228 3.877 -0.061 0.057 0.252 0.19
H 0.599 -1.578 3.341 0.058 0.170 -0.024 0.34
H -1.578 -2.899 3.451 -0.145 0.044 0.032 0.31
H -0.987 -3.907 2.144 -0.059 -0.011 -0.378 0.68
H -3.538 -0.885 -2.391 -0.302 0.086 0.003 -0.22
H -2.213 -1.953 -2.023 0.005 -0.175 0.007 0.85
H -1.021 -0.257 -0.799 -0.212 0.144 0.166 -1.40
H -1.465 0.336 -2.381 0.048 0.079 -0.096 0.51
H -4.046 1.721 0.339 -0.037 0.147 0.031 0.39
H -4.522 1.100 -1.219 -0.016 -0.164 -0.208 0.23
H -3.785 -0.340 1.336 0.251 -0.101 0.102 0.30
H -5.165 -0.538 0.287 -0.144 -0.028 0.092 0.37
C 1.171 5.118 5.573 -0.105 0.056 0.070 -0.95
S 1.284 4.470 3.896 0.059 0.051 0.020 0.56
O 2.478 3.593 3.874 0.133 0.019 0.102 -0.59
C 1.747 6.028 3.145 0.072 0.055 0.104 -0.69
H 0.924 4.289 6.233 0.007 -0.029 -0.024 0.35
H 2.131 5.547 5.859 0.023 -0.023 -0.043 0.29
H 0.385 5.874 5.620 -0.003 -0.002 0.010 0.32
H 2.663 6.395 3.611 0.014 -0.080 0.014 0.37
H 0.932 6.741 3.264 0.104 -0.036 -0.099 0.17
H 1.916 5.856 2.084 -0.039 -0.046 -0.014 0.23
C -5.412 -1.570 -4.500 0.031 -0.119 0.015 -0.94
S -5.854 0.145 -4.793 0.125 -0.003 0.018 0.60
O -7.316 0.269 -4.554 -0.102 -0.020 -0.023 -0.67
C -5.615 0.090 -6.573 0.043 -0.014 -0.061 -0.92
H -5.531 -1.772 -3.437 -0.005 0.028 0.015 0.27
H -6.070 -2.221 -5.076 -0.042 0.047 -0.014 0.45
H -4.372 -1.729 -4.786 0.014 0.019 0.024 0.28
H -6.259 -0.678 -7.001 -0.025 -0.002 0.034 0.29
H -4.568 -0.121 -6.791 0.018 0.014 -0.010 0.32
H -5.883 1.065 -6.973 -0.007 0.019 0.027 0.32
C 3.239 -4.550 7.011 0.021 -0.062 0.037 -0.88
S 3.355 -2.883 6.347 0.149 -0.049 0.058 0.34
O 2.069 -2.610 5.658 -0.137 0.038 0.148 -0.44
C 4.558 -3.263 5.070 0.038 0.008 -0.069 -0.91
H 2.486 -4.549 7.797 -0.049 0.006 -0.036 0.22
H 2.935 -5.233 6.218 -0.026 0.030 -0.022 0.29
H 4.207 -4.841 7.422 0.004 0.010 0.004 0.40
H 4.157 -4.037 4.416 -0.042 0.019 -0.002 0.25
H 5.486 -3.593 5.539 0.001 0.015 0.010 0.39
H 4.733 -2.355 4.496 -0.045 0.009 -0.019 0.31
C -0.131 -2.889 -7.028 -0.053 -0.126 0.021 -0.93
S 0.121 -1.288 -7.795 0.057 0.102 0.098 0.59
O -1.126 -0.960 -8.547 -0.063 -0.058 -0.043 -0.67
C 1.328 -1.840 -8.998 -0.092 -0.197 -0.197 -0.94
H -0.888 -2.777 -6.254 0.032 0.051 0.040 0.30
H -0.467 -3.602 -7.781 -0.004 0.040 -0.036 0.36
H 0.801 -3.221 -6.573 0.010 0.027 0.015 0.30
H 0.889 -2.616 -9.628 -0.104 0.040 0.048 0.39
H 2.211 -2.205 -8.484 0.072 0.057 0.048 0.32
H 1.598 -0.981 -9.605 0.028 0.036 0.018 0.28
C -1.364 -3.829 9.978 0.002 0.047 0.073 -0.91
S -1.427 -4.404 8.275 -0.031 0.038 -0.096 0.47
O -0.265 -5.312 8.088 0.092 -0.008 0.088 -0.59
C -0.998 -2.828 7.531 0.026 0.097 -0.034 -0.60
H -1.566 -4.682 10.624 -0.003 -0.026 -0.022 0.32
H -0.371 -3.431 10.189 0.014 -0.013 -0.037 0.27
H -2.125 -3.064 10.130 -0.010 -0.004 0.002 0.34
H -0.033 -2.493 7.909 0.035 -0.047 -0.030 0.21
H -1.775 -2.099 7.762 -0.028 -0.027 -0.003 0.42
H -0.931 -2.965 6.454 0.045 -0.054 -0.002 0.06
C -2.611 9.314 1.674 -0.070 0.025 -0.051 -0.99
S -1.609 8.384 2.837 -0.068 -0.035 -0.008 0.51
O -0.389 7.953 2.105 -0.110 0.165 -0.041 -0.61
C -2.685 6.948 2.916 -0.082 -0.027 0.000 -0.88
H -2.083 10.239 1.450 0.030 -0.001 0.019 0.33
H -2.741 8.731 0.763 0.032 -0.025 0.009 0.31
H -3.575 9.541 2.128 0.002 0.009 0.009 0.38
H -2.807 6.532 1.916 0.041 0.014 -0.013 0.30
H -3.649 7.240 3.334 0.001 -0.006 0.016 0.38
H -2.212 6.213 3.563 0.031 0.009 0.003 0.26
C 5.789 0.356 -9.184 0.021 0.040 -0.088 -0.95
S 4.847 0.334 -7.654 0.020 0.014 0.127 0.42
O 3.863 -0.772 -7.777 0.061 -0.018 -0.065 -0.52
C 3.943 1.854 -7.961 -0.018 0.084 -0.029 -0.92
H 6.392 -0.548 -9.212 -0.006 -0.018 0.033 0.32
H 5.105 0.373 -10.033 -0.029 -0.010 0.024 0.28
H 6.439 1.231 -9.195 0.014 -0.003 0.008 0.38
H 3.388 1.765 -8.895 0.004 -0.042 0.003 0.28
H 4.644 2.688 -8.005 0.000 0.007 0.020 0.39
H 3.253 1.997 -7.132 0.005 -0.033 0.025 0.31

---

2.
111
Properties=species:S:1:pos:R:3:forces:R:3:mulliken_charge:R:1 method="wB97M-V/def2-TZVPD" homo_ev="-12.43 / -12.43" gap_ev="8.0 / 2.2" multiplicity=3 total_charge=+2 s2=2.0120
Ag -0.396 -0.683 -4.257 0.420 1.021 0.044 0.39
C -0.708 0.543 -0.125 -0.733 -0.551 0.202 0.17
C -0.628 0.141 -1.619 1.695 2.447 -0.455 1.14
O 0.489 -0.049 -2.170 0.806 -1.438 1.386 -0.74
O -1.603 0.357 -2.362 -2.466 -0.685 0.167 -0.76
H -0.625 -0.348 0.498 0.486 0.013 0.119 -0.39
H -1.669 0.964 0.170 -0.435 -0.195 -0.543 0.24
H -0.047 1.344 0.206 0.737 -0.450 -0.443 -0.04
C 6.132 -0.194 -0.651 0.119 0.850 -0.959 -1.25
C 5.464 -1.194 0.274 3.556 0.509 0.683 0.48
C 4.031 -1.668 -0.232 -0.290 -1.034 -0.200 0.07
O 3.626 -2.813 0.482 -0.442 1.272 -0.443 -0.38
C 2.201 -2.924 0.673 -0.315 -0.745 1.376 -0.56
N 6.381 -2.330 0.424 -4.370 0.134 -1.622 -0.32
H 7.168 0.049 -0.412 -0.019 -0.403 0.677 0.43
H 5.675 0.794 -0.706 -0.552 -0.246 0.109 0.18
H 6.217 -0.574 -1.669 -0.371 -0.144 -0.139 0.41
H 5.542 -0.889 1.317 -1.468 0.880 0.149 0.02
H 4.060 -1.947 -1.285 0.873 0.111 -0.257 0.42
H 3.388 -0.787 -0.212 -0.273 0.050 0.716 -0.02
H 1.685 -3.663 0.060 0.579 0.116 -0.800 0.36
H 1.646 -1.987 0.625 0.408 0.211 -0.112 0.19
H 2.102 -3.363 1.666 -0.086 0.336 0.201 0.26
H 5.813 -2.904 1.030 0.941 -1.136 1.092 0.37
H 6.412 -2.784 -0.478 1.568 -0.565 -0.497 0.36
C -0.816 -3.144 7.272 -1.110 -0.714 -2.443 -1.50
C 0.526 -2.828 6.639 -1.087 0.873 -1.103 0.38
C 0.461 -1.620 5.520 0.196 -1.269 1.231 -0.84
O -0.269 -1.883 4.279 -0.223 1.694 1.493 -0.14
C -0.607 -0.619 3.651 0.257 -0.862 -1.677 -0.47
N 1.383 -2.470 7.735 0.994 0.530 0.400 -0.74
H -1.373 -2.250 7.553 0.386 -0.040 0.893 0.36
H -0.730 -3.992 7.953 -0.041 0.597 0.592 0.43
H -1.469 -3.540 6.495 -0.247 -0.201 -0.294 0.34
H 0.955 -3.745 6.235 -0.129 0.148 -0.631 0.36
H 1.493 -1.324 5.332 0.228 -0.259 -0.394 0.27
H 0.046 -0.749 6.026 -0.442 -0.024 0.096 0.35
H -1.065 0.249 4.125 0.318 -0.440 1.436 0.44
H -1.338 -0.790 2.861 -0.097 -0.716 -0.041 0.15
H 0.260 -0.264 3.094 0.311 0.197 0.207 -0.08
H 1.582 -3.350 8.189 0.610 -0.148 0.087 0.31
H 0.799 -2.041 8.439 0.046 0.640 0.131 0.30
C -8.042 -0.443 -1.834 -0.636 0.068 0.038 -1.22
C -7.233 -1.697 -2.205 0.198 -0.496 -2.431 0.29
C -6.496 -2.245 -0.928 1.094 0.005 1.422 -0.45
O -5.820 -1.289 -0.157 -1.113 -0.316 -0.520 -0.30
C -4.694 -0.553 -0.703 -0.280 -0.743 0.625 -0.52
N -7.974 -2.799 -2.840 -0.937 2.202 1.788 -0.40
H -8.656 -0.602 -0.947 -0.135 0.204 -0.182 0.36
H -8.600 -0.123 -2.714 -0.461 -0.335 0.152 0.41
H -7.363 0.399 -1.699 0.349 -0.315 0.517 0.35
H -6.461 -1.317 -2.874 -0.005 -0.571 -0.375 0.30
H -5.780 -2.997 -1.261 0.140 -0.016 -0.478 0.26
H -7.235 -2.753 -0.309 0.032 0.319 0.294 0.44
H -5.056 0.004 -1.567 0.528 0.050 -0.058 0.31
H -3.871 -1.245 -0.882 -0.064 -0.047 -0.657 0.32
H -4.341 0.083 0.109 -0.401 0.221 -0.211 0.20
H -8.484 -2.767 -3.711 1.722 0.399 -1.808 0.33
H -8.853 -2.950 -2.367 0.024 -0.576 1.819 0.31
C 0.288 3.798 -6.203 1.012 -0.681 -0.439 -1.47
C 0.911 2.463 -5.697 -1.547 0.201 -1.102 -0.10
C 2.191 2.596 -4.950 -0.235 -0.991 -1.466 -0.49
O 2.712 1.257 -4.818 0.582 1.645 0.681 -0.40
C 3.880 1.290 -3.959 -1.111 -1.173 -0.961 -0.58
N -0.052 1.724 -4.878 -0.532 -0.670 -0.565 -0.17
H 0.033 4.454 -5.370 0.093 0.318 -0.364 0.31
H -0.526 3.677 -6.919 -0.820 -0.627 0.757 0.48
H 0.955 4.184 -6.974 0.746 0.826 0.704 0.40
H 1.022 1.872 -6.605 0.570 -0.202 0.044 0.39
H 1.940 3.106 -4.020 0.617 -0.013 0.394 0.25
H 2.837 3.152 -5.629 0.465 0.432 0.547 0.42
H 4.566 0.572 -4.410 0.255 0.047 0.198 0.30
H 3.501 0.897 -3.015 0.547 0.367 0.458 0.06
H 4.349 2.273 -3.919 -0.113 -0.039 0.196 0.39
H -0.902 1.883 -5.401 -0.651 -0.130 0.451 0.24
H -0.157 2.179 -3.983 -0.197 0.130 0.330 0.26
C 3.027 2.807 -0.933 0.329 -0.816 1.625 -0.20
C 3.067 3.732 0.281 1.196 1.695 -0.136 0.29
C 2.566 3.200 1.631 0.706 -1.803 -1.601 -0.76
O 3.277 1.936 1.808 -0.165 1.682 0.316 -0.13
C 2.991 1.308 3.045 0.855 -1.336 -1.699 -0.47
N 4.462 4.273 0.464 -0.946 -0.639 0.203 -0.82
H 3.408 1.854 -0.567 -0.189 -0.452 -0.058 -0.46
H 3.779 3.076 -1.675 -0.674 0.601 -0.228 0.43
H 1.992 2.653 -1.238 0.205 0.050 -0.611 0.02
H 2.502 4.625 0.015 -0.349 0.052 0.197 0.37
H 1.502 2.986 1.524 -0.329 0.042 0.520 0.23
H 2.815 3.863 2.459 -0.299 0.166 -0.047 0.43
H 3.620 0.425 2.938 -0.158 -0.512 0.411 0.12
H 1.960 0.975 2.928 -0.214 0.215 1.242 0.10
H 3.380 1.772 3.951 -0.762 0.635 0.008 0.29
H 5.014 3.486 0.776 0.437 -0.469 -0.225 0.31
H 4.368 4.756 1.346 0.365 0.830 0.092 0.30
C -1.403 -3.681 1.844 1.446 1.579 1.004 -0.34
C -2.474 -4.419 1.201 -1.055 -1.260 -2.180 -0.33
O -2.130 -4.594 -0.208 0.134 0.086 0.289 -0.53
H -1.149 -2.814 1.235 -0.458 0.453 0.003 -0.15
H -0.403 -4.099 1.961 -0.333 -1.002 0.021 0.24
H -1.707 -3.346 2.836 0.091 0.092 0.018 0.31
H -3.413 -3.866 1.194 -0.046 0.269 0.486 0.22
H -2.698 -5.405 1.609 0.208 -0.019 0.278 0.33
H -2.932 -4.556 -0.734 0.028 -0.205 0.062 0.26
C -3.169 3.612 -0.777 0.982 0.635 -0.050 -0.84
C -1.629 3.857 -0.871 -0.629 0.461 -1.027 -0.23
O -0.977 3.163 -1.959 -0.212 0.690 0.814 -0.52
H -3.333 2.550 -0.592 -0.349 0.093 0.170 -0.02
H -3.768 3.956 -1.620 0.550 -0.373 -0.615 0.31
H -3.582 4.272 -0.015 0.173 -0.466 0.676 0.42
H -1.151 3.697 0.095 0.029 -0.661 0.133 0.05
H -1.413 4.910 -1.052 -0.247 0.062 -0.231 0.46
H -1.181 2.226 -1.905 -0.394 -0.230 -0.093 0.10

---

Max |F|, record by record: 3.15 4.66 eV/A
E_tot, record by record: -147987.584 -57948.150 eV